# 1
Density functional theory data (ωB97M-V with the def2-TZVPD basis set) for a structure of composition C33H38N4NiOS3Sb.

Results
LUMO (alpha / beta) (eV): -5.04 / -4.76
HOMO-LUMO gap (alpha / beta) (eV): 4.31 / 4.60
Net charge: +1
E_tot (eV): -122924.1532
HOMO (alpha / beta) (eV): -9.353 / -9.365

Each line ends with the Löwdin charge.
CARTESIAN COORDINATES (ANGSTROEM)
Ni  2.2147  0.5378  0.2385  0.42
N  4.3614  0.9305  -0.1137  0.03
C  5.4380  0.1122  0.4729  -0.22
C  5.2421  -1.3718  0.1809  -0.18
C  3.9118  -1.9323  0.6717  -0.21
N  2.7880  -1.4758  -0.1725  0.04
H  4.4096  0.8572  -1.1256  0.11
H  4.5250  1.9045  0.1141  0.08
H  5.4444  0.2741  1.5523  0.13
H  6.4147  0.4158  0.0832  0.13
H  6.0537  -1.9186  0.6616  0.13
H  5.3245  -1.5433  -0.8985  0.12
H  3.7246  -1.6012  1.6943  0.12
H  3.9705  -3.0243  0.6746  0.13
H  1.9730  -2.0549  0.0007  0.06
H  3.0304  -1.6240  -1.1482  0.11
C  -5.4651  -4.4168  -0.2647  -0.09
C  -4.9635  -3.9012  -1.4513  -0.09
C  -3.8054  -3.1387  -1.4396  -0.15
C  -3.1487  -2.9085  -0.2373  -0.39
C  -3.6685  -3.3826  0.9576  -0.14
C  -4.8202  -4.1587  0.9364  -0.08
Sb  -1.4081  -1.5990  -0.3492  1.45
C  -0.1824  -2.6971  -1.7414  -0.40
C  -0.1121  -2.2289  -3.0501  -0.15
C  0.6663  -2.8907  -3.9894  -0.08
C  1.3993  -4.0085  -3.6181  -0.09
C  1.3394  -4.4735  -2.3115  -0.09
C  0.5416  -3.8274  -1.3767  -0.14
C  -0.4045  -2.1418  1.4993  -0.37
C  0.3289  -1.2349  2.2557  -0.18
C  0.8758  -1.6133  3.4743  -0.09
C  0.7419  -2.9174  3.9275  -0.08
C  0.0525  -3.8415  3.1582  -0.07
C  -0.5407  -3.4488  1.9657  -0.15
H  -6.3690  -5.0111  -0.2733  0.10
H  -5.4788  -4.0796  -2.3859  0.10
H  -3.4163  -2.7326  -2.3670  0.09
H  -3.1885  -3.1597  1.9026  0.09
H  -5.2190  -4.5494  1.8633  0.10
H  -0.6677  -1.3432  -3.3387  0.09
H  0.7015  -2.5329  -5.0102  0.11
H  2.0126  -4.5193  -4.3485  0.11
H  1.9095  -5.3460  -2.0188  0.10
H  0.4790  -4.2173  -0.3676  0.08
H  0.4736  -0.2136  1.9185  0.01
H  1.3970  -0.8804  4.0782  0.11
H  1.1641  -3.2083  4.8802  0.11
H  -0.0365  -4.8679  3.4899  0.11
H  -1.1154  -4.1692  1.3956  0.09
S  -2.5002  4.2737  2.7310  0.63
C  -2.0618  3.2743  1.5042  -1.08
S  -0.6608  2.2342  1.6150  0.97
C  -0.8410  1.8037  -0.0851  -1.04
N  -1.8865  2.3350  -0.6104  0.02
N  -2.5787  3.1288  0.2394  -0.13
C  -3.7178  3.8059  -0.3069  -0.20
C  -3.7136  4.0806  -1.6727  -0.02
C  -4.7731  4.7687  -2.2366  -0.08
C  -5.8351  5.1845  -1.4473  -0.08
C  -5.8576  4.8617  -0.1003  -0.07
C  -4.8098  4.1600  0.4754  -0.05
S  0.2069  0.7561  -0.9757  0.60
H  -2.8842  3.7467  -2.2778  0.10
H  -4.7693  4.9821  -3.2969  0.11
H  -6.6488  5.7475  -1.8844  0.11
H  -6.7012  5.1485  0.5125  0.11
H  -4.8530  3.8809  1.5138  0.07
C  3.1965  4.5694  -0.4365  -0.14
C  3.0157  4.9051  1.0453  -0.13
C  2.7897  3.5296  1.6701  -0.16
O  2.2751  2.6850  0.6222  -0.31
C  2.1800  3.4520  -0.5945  -0.21
H  4.2062  4.2026  -0.6378  0.11
H  2.9896  5.4069  -1.0989  0.13
H  2.1302  5.5283  1.1747  0.13
H  3.8670  5.4170  1.4882  0.12
H  2.0789  3.5595  2.4971  0.12
H  3.7223  3.0936  2.0421  0.12
H  1.1705  3.8681  -0.6847  0.13
H  2.3645  2.7838  -1.4346  0.10

# 2
Density functional theory data (ωB97M-V with the def2-TZVPD basis set) for a cluster of 2 separate species, C12H11BOS in total.

Results
LUMO (alpha / beta) (eV): -0.87 / -0.87
HOMO-LUMO gap (alpha / beta) (eV): 5.71 / 5.71
Energy above the lowest of the compared OMol25 structures with the same formula, charge and spin (kcal per mole): 0.00
E_tot (eV): -26180.5280
HOMO (alpha / beta) (eV): -6.577 / -6.578

Each line ends with the natural charge from an NBO analysis.
CARTESIAN COORDINATES (ANGSTROEM)
B  1.3267  2.1934  0.7627  1.32
C  3.1039  -1.4753  -0.5558  -0.16
C  -3.2955  -1.5407  0.3739  -0.26
C  2.1334  -1.5057  0.4372  -0.21
C  3.4971  -0.2598  -1.1019  -0.22
C  -3.9155  -0.3090  0.5222  -0.20
C  -2.0549  -1.6157  -0.2395  -0.20
C  1.5588  -0.3378  0.8896  -0.12
C  2.9347  0.9147  -0.6612  -0.11
C  -3.3009  0.8380  0.0631  -0.24
C  -1.4346  -0.4749  -0.7085  -0.26
C  1.9549  0.9132  0.3625  -0.59
C  -2.0558  0.7650  -0.5631  -0.16
O  1.1801  3.2911  1.3737  -0.89
S  -1.2978  2.2017  -1.1702  -0.43
H  3.5455  -2.3944  -0.9071  0.22
H  -3.7763  -2.4410  0.7280  0.20
H  1.8170  -2.4518  0.8491  0.23
H  4.2378  -0.2335  -1.8860  0.23
H  -4.8840  -0.2394  0.9993  0.21
H  -1.5687  -2.5731  -0.3623  0.20
H  0.7928  -0.3752  1.6506  0.23
H  3.2307  1.8580  -1.0922  0.22
H  -3.7794  1.8004  0.1667  0.22
H  -0.4725  -0.5308  -1.1974  0.21
H  0.5225  3.9825  1.2666  0.57

# 3
Density functional theory data (ωB97M-V with the def2-TZVPD basis set) for a structure of composition C8H11F2N3O2PrS.

Results
Multiplicity: 3
LUMO (alpha / beta) (eV): -17.01 / -14.90
HOMO-LUMO gap (alpha / beta) (eV): 3.94 / 6.09
Net charge: +3
E_tot (eV): -47335.9072
HOMO (alpha / beta) (eV): -20.952 / -20.983

Each line ends with the natural charge from an NBO analysis.
CARTESIAN COORDINATES (ANGSTROEM)
C  3.3258  0.9767  0.3107  -0.68
C  1.8034  1.5185  0.1889  0.18
F  1.7541  2.6991  1.0537  -0.34
C  0.6780  0.5202  0.7470  -0.35
C  1.4354  -0.5525  1.7058  0.15
N  2.1152  -1.3893  2.2713  -0.15
C  -0.1510  -0.3294  -0.3334  -0.23
C  -0.4593  0.3977  -1.7124  0.12
N  -0.4265  0.9438  -2.7997  0.00
C  -1.6289  -0.6061  0.3557  -0.35
C  -2.5900  0.7286  0.3042  -0.26
N  -3.5420  0.7142  -0.8688  -0.69
S  0.5368  -2.0321  -0.7231  2.23
O  0.0122  -3.0987  0.2831  -0.97
O  -0.0697  -2.4233  -2.0592  -0.75
F  2.1800  -2.1020  -0.9024  -0.32
H  3.9711  1.7558  -0.2583  0.29
H  3.5040  -0.0319  -0.1975  0.23
H  3.7024  1.0106  1.4000  0.28
H  1.6522  1.9139  -0.8722  0.24
H  -0.0606  1.0827  1.4445  0.32
H  -2.1452  -1.4640  -0.2766  0.04
H  -1.5083  -1.0322  1.4405  0.16
H  -3.2386  0.8327  1.2468  0.28
H  -1.8923  1.6549  0.2832  0.29
H  -3.1269  1.3716  -1.5692  0.42
H  -3.5419  -0.2043  -1.3411  0.35
Pr  -2.2710  -2.8642  0.8833  2.48

# 4
Density functional theory data (ωB97M-V with the def2-TZVPD basis set) for a cluster of 3 separate species, C3H8N2O2 in total.

Results
LUMO (eV): 0.71
HOMO-LUMO gap (eV): 9.86
Energy above the lowest of the compared OMol25 structures with the same formula, charge and spin (kcal per mole): 58.85
E_tot (eV): -10314.4005
HOMO (eV): -9.150

Each line ends with the natural charge from an NBO analysis.
CARTESIAN COORDINATES (ANGSTROEM)
C  0.7563  -0.2790  -0.3034  -0.07
C  1.4554  -1.3721  -0.8616  -0.12
N  0.9212  -2.4205  -0.0250  -0.52
C  -0.1790  -1.9190  0.7535  0.15
N  -0.2643  -0.6299  0.4297  -0.50
H  0.9258  0.8399  -0.6005  0.22
H  2.1846  -1.6473  -1.6688  0.24
H  1.0159  -3.3067  -0.3215  0.39
H  -0.7064  -2.5474  1.4379  0.21
O  -0.7122  2.9793  -1.5176  -0.94
H  -1.1188  2.6377  -0.7413  0.49
H  -0.5743  2.2863  -2.0898  0.46
O  -1.4555  2.0339  1.5795  -0.97
H  -1.0513  2.3609  2.3046  0.46
H  -1.1974  0.9839  1.6243  0.50